No. 1
C3H4O2S | the ωB97M-V functional and the def2-TZVPD basis

Geometry (Å):
O  2.54  0.30  -0.35
C  1.33  0.70  -0.32
O  0.92  1.82  -0.65
C  0.35  -0.39  0.25
C  -1.11  -0.10  -0.02
S  -2.40  -1.18  0.87
H  0.61  -1.34  -0.22
H  0.52  -0.51  1.32
H  -1.39  -0.24  -1.07
H  -1.36  0.94  0.19

* Kohn-Sham gap: 5.505 eV
* relative energy (zero: lowest compared OMol25 entry of this formula, charge and spin): 2.13 kcal per mole
* total charge: -2
* SMILES: O=C([O-])CC[S-]
* spin multiplicity: 1
* calculated total energy: -665.3624 Eh

Atomic partial charges in e from the Löwdin method, atoms 1 to 5: number 1, O, carries -0.1694; number 2, C, carries -0.7621; number 3, O, carries -0.1006; number 4, C, carries -0.2487; number 5, C, carries -0.7569



No. 2
C7H14O2 | the ωB97M-V functional and the def2-TZVPD basis

Geometry (Å):
C  1.31  -1.39  1.83
C  1.51  -0.23  1.20
O  1.68  0.94  1.19
H  1.26  -1.43  2.91
H  0.92  -2.22  1.28
C  2.54  0.01  -1.58
C  2.01  -0.95  -0.82
O  0.94  -1.73  -1.13
H  2.05  0.35  -2.48
H  3.40  0.56  -1.25
H  2.61  -1.44  0.06
H  0.56  -1.43  -1.97
C  -1.34  1.06  -1.07
C  -2.43  1.12  0.00
C  -2.04  0.35  1.26
H  -1.20  0.02  -1.39
H  -1.61  1.64  -1.95
H  -0.39  1.43  -0.67
H  -2.62  2.17  0.26
H  -3.36  0.71  -0.41
H  -2.85  0.38  1.99
H  -1.82  -0.69  1.02
H  -1.14  0.77  1.71

* Kohn-Sham gap: 8.762 eV
* relative energy (zero: lowest compared OMol25 entry of this formula, charge and spin): 81.81 kcal per mole
* SMILES: C=C=O.C=CO.CCC
* spin multiplicity: 1
* calculated total energy: -425.4749 Eh

Atomic partial charges in e from the Löwdin method, atoms 1 to 5: number 1, C, carries -0.0043; number 2, C, carries -0.3622; number 3, O, carries 0.1335; number 4, H, carries 0.0695; number 5, H, carries 0.0560



No. 3
C24H36N2SiTi | the ωB97M-V functional and the def2-TZVPD basis

Geometry (Å):
C  0.55  -2.59  1.11
C  0.79  -2.84  -0.28
C  2.17  -3.00  -0.47
H  0.01  -2.86  -1.05
C  2.82  -2.97  0.81
C  1.78  -2.74  1.83
H  1.88  -2.89  2.91
H  -0.43  -2.44  1.57
H  2.67  -3.25  -1.41
H  3.88  -3.18  1.00
Ti  2.09  -0.94  0.67
C  1.95  0.46  -0.82
H  2.78  -0.36  -1.00
H  2.10  0.98  0.17
H  2.25  1.25  -1.52
Si  -1.97  -0.08  -2.12
C  -3.21  1.18  -1.40
C  -4.44  0.53  -1.12
H  -4.52  -0.54  -1.30
C  -5.53  1.22  -0.59
H  -6.47  0.69  -0.43
C  -5.40  2.57  -0.26
H  -6.26  3.11  0.15
C  -4.16  3.21  -0.38
H  -4.05  4.24  -0.04
C  -3.06  2.52  -0.93
H  -2.09  3.02  -0.99
C  -1.19  -0.41  -3.78
C  -2.11  -0.73  -4.82
H  -3.11  -0.31  -4.79
C  -1.75  -1.66  -5.79
H  -2.50  -2.04  -6.49
C  -0.44  -2.15  -5.88
H  -0.17  -2.88  -6.65
C  0.52  -1.70  -4.97
H  1.54  -2.06  -5.05
C  0.18  -0.81  -3.95
H  0.94  -0.46  -3.25
H  0.91  0.30  -1.08
H  -2.58  -1.33  -1.95
C  -0.36  0.44  1.79
N  0.00  1.39  2.79
C  -1.13  2.19  3.22
C  1.22  2.20  2.74
C  2.57  1.57  2.35
N  2.59  0.09  2.45
C  3.95  -0.40  2.04
C  2.27  -0.28  3.85
H  0.60  -0.06  1.36
H  -0.99  -0.34  2.27
H  -0.93  0.89  0.95
H  -0.82  2.90  4.01
H  -1.55  2.78  2.37
H  -1.93  1.56  3.61
H  1.06  3.10  2.09
H  1.35  2.60  3.77
H  2.88  1.93  1.35
H  3.35  1.95  3.05
H  4.70  0.40  2.15
H  4.28  -1.28  2.61
H  3.96  -0.66  0.93
H  2.90  0.33  4.52
H  1.22  -0.04  4.04
H  2.44  -1.34  4.03

* Kohn-Sham gap (spin up / spin down): 6.960 / 6.460 eV
* relative energy (zero: lowest compared OMol25 entry of this formula, charge and spin): 72.90 kcal per mole
* total charge: +1
* spin multiplicity: 2
* calculated total energy: -2184.1155 Eh
* <S²>: 0.80

Atomic partial charges in e from the Löwdin method, atoms 1 to 5: number 1, C, carries -0.1533; number 2, C, carries -0.1031; number 3, C, carries -0.1429; number 4, H, carries 0.1147; number 5, C, carries -0.1854



No. 4
C21H17HfN4O4S | the ωB97M-V functional and the def2-TZVPD basis

Geometry (Å):
Hf  -1.23  0.44  0.42
O  -4.60  -5.30  -1.65
C  -5.10  -4.13  -1.68
O  -6.20  -3.68  -2.07
C  -4.12  -3.20  -1.12
C  -3.06  -3.51  -0.24
C  -2.22  -2.50  0.20
N  -2.21  -1.20  -0.30
C  -3.36  -0.89  -0.99
C  -4.28  -1.82  -1.46
C  -3.43  0.54  -1.45
O  -4.35  1.08  -2.01
O  -2.27  1.27  -1.04
H  -2.84  -4.52  0.05
H  -1.47  -2.66  0.97
H  -5.08  -1.53  -2.14
N  -0.42  -0.47  4.97
C  -0.28  -0.40  3.63
N  0.86  -0.85  3.10
S  -1.61  0.40  2.81
H  0.35  -0.77  5.57
H  -1.28  -0.23  5.43
H  1.42  -1.51  3.63
H  1.09  -0.64  2.09
N  0.71  -0.18  0.28
C  1.54  0.72  -0.20
C  2.83  0.28  -0.78
C  2.78  -1.08  -1.21
C  3.97  -1.68  -1.61
C  5.17  -1.05  -1.35
C  5.19  0.27  -0.84
C  4.03  0.96  -0.62
C  1.19  2.16  -0.30
C  0.25  2.67  0.56
C  -0.19  3.99  0.49
C  0.35  4.86  -0.41
C  1.25  4.36  -1.37
C  1.58  3.00  -1.36
H  1.79  -1.57  -1.21
H  4.00  -2.64  -2.08
H  6.13  -1.62  -1.54
H  6.22  0.76  -0.77
H  4.13  1.97  -0.21
H  -0.11  2.07  1.45
H  -0.93  4.34  1.21
H  -0.02  5.89  -0.51
H  1.64  5.02  -2.17
H  2.16  2.58  -2.17

* Kohn-Sham gap: 5.198 eV
* total charge: +1
* spin multiplicity: 1
* calculated total energy: -1776.4453 Eh

Atomic partial charges in e from the Löwdin method, atoms 1 to 5: number 1, Hf, carries 1.4090; number 2, O, carries -0.0081; number 3, C, carries -0.6687; number 4, O, carries 0.0179; number 5, C, carries -0.0419



No. 5
C6H17NO3P2 | the ωB97M-V functional and the def2-TZVPD basis

Geometry (Å):
C  1.29  -1.00  1.56
C  -1.75  -0.85  2.76
C  1.74  0.75  -1.08
C  0.64  -0.29  -0.82
C  2.00  0.92  -2.62
C  0.22  -0.54  0.59
N  1.14  1.89  -3.24
O  -2.28  0.75  0.49
O  -0.55  1.47  2.21
O  -2.99  -1.21  -1.25
P  -2.31  -2.42  -0.50
P  -1.16  0.25  1.27
H  2.08  -0.19  1.77
H  1.83  -1.96  1.35
H  0.82  -1.12  2.45
H  -2.80  -0.70  2.94
H  -1.48  -1.86  2.39
H  -1.14  -0.34  3.48
H  2.71  0.37  -0.85
H  1.40  1.72  -0.68
H  -0.22  -0.04  -1.42
H  0.99  -1.24  -1.18
H  3.12  1.12  -2.77
H  1.85  -0.08  -3.03
H  0.34  2.11  -2.64
H  -1.02  2.32  2.30
H  1.45  2.78  -3.53
H  -3.28  -0.47  -0.78
H  -2.62  -2.13  0.81

* Kohn-Sham gap (spin up / spin down): 8.457 / 6.616 eV
* relative energy (zero: lowest compared OMol25 entry of this formula, charge and spin): 54.30 kcal per mole
* spin multiplicity: 1
* calculated total energy: -1201.9272 Eh

Atomic partial charges in e from the Löwdin method, atoms 1 to 5: number 1, C, carries -0.0815; number 2, C, carries -0.1470; number 3, C, carries -0.1804; number 4, C, carries -0.2500; number 5, C, carries -0.2955



No. 6
C3H5NO | the ωB97M-V functional and the def2-TZVPD basis

Geometry (Å):
C  0.78  -0.32  0.72
C  -0.64  -0.23  0.86
N  -0.81  -0.39  -0.61
C  -0.15  0.45  -1.39
O  0.95  0.99  -1.18
H  1.46  0.49  0.93
H  1.21  -1.27  0.43
H  -1.13  -1.08  1.34
H  -1.01  0.72  1.25
H  -0.67  0.63  -2.35

* Kohn-Sham gap (spin up / spin down): 8.673 / 8.673 eV
* relative energy (zero: lowest compared OMol25 entry of this formula, charge and spin): 75.08 kcal per mole
* spin multiplicity: 1
* calculated total energy: -247.1876 Eh

Atomic partial charges in e from the Löwdin method, atoms 1 to 5: number 1, C, carries 0.1285; number 2, C, carries -0.2603; number 3, N, carries 0.0441; number 4, C, carries -0.4395; number 5, O, carries -0.0271



No. 7
C40H68Cl23O3P | the ωB97M-V functional and the def2-TZVPD basis

Geometry (Å):
C  -0.15  -3.45  7.01
C  -1.12  -2.59  6.74
C  -2.41  -1.65  6.37
C  -2.14  -1.02  4.90
C  -2.08  0.60  4.85
C  -0.75  1.23  4.19
C  -0.35  1.08  2.79
C  -1.31  0.17  1.87
C  -1.17  0.40  0.27
C  -2.38  -0.23  -0.62
C  -1.73  -0.49  -2.11
C  -2.44  0.37  -3.29
C  -1.66  0.01  -4.68
C  -0.14  0.56  -4.71
C  1.00  1.80  2.33
O  1.30  2.12  1.12
C  2.10  2.25  3.44
C  1.74  2.43  4.82
P  3.00  3.01  6.15
O  4.07  1.73  6.59
Cl  4.12  4.59  5.20
C  0.19  2.11  5.20
O  -0.22  2.57  6.32
H  0.63  -4.06  7.62
H  -2.57  -0.87  7.19
H  -3.31  -2.39  6.28
H  -2.98  -1.34  4.14
H  -1.14  -1.45  4.51
H  -2.15  0.95  5.96
H  -2.98  1.10  4.32
H  -1.04  -0.94  2.09
H  -2.44  0.27  2.14
H  -0.13  -0.03  -0.03
H  -1.13  1.53  0.03
H  -2.84  -1.21  -0.20
H  -3.23  0.55  -0.72
H  -1.76  -1.64  -2.34
H  -0.61  -0.19  -2.11
H  -2.43  1.51  -3.10
H  -3.54  0.01  -3.42
H  -1.59  -1.16  -4.71
H  -2.19  0.43  -5.62
H  0.54  -0.08  -4.00
H  0.35  0.44  -5.78
H  -0.03  1.66  -4.35
H  3.18  2.46  3.09
H  3.95  1.02  5.91
Cl  2.49  -0.76  -1.75
C  3.09  -0.35  -0.12
C  4.44  -0.98  0.17
Cl  4.34  -2.75  0.33
H  2.34  -0.66  0.61
H  3.17  0.74  -0.08
H  4.83  -0.60  1.11
H  5.17  -0.75  -0.62
Cl  -0.60  -1.92  -8.57
C  0.73  -1.27  -9.57
C  1.54  -0.22  -8.82
Cl  0.60  1.27  -8.54
H  0.29  -0.86  -10.48
H  1.37  -2.11  -9.84
H  2.41  0.06  -9.41
H  1.88  -0.59  -7.86
Cl  8.37  1.41  10.06
C  6.63  1.35  10.46
C  5.77  1.85  9.32
Cl  5.95  3.61  9.06
H  6.47  1.93  11.37
H  6.39  0.31  10.67
H  4.71  1.68  9.55
H  6.00  1.35  8.38
Cl  -4.87  -1.36  -7.21
C  -4.65  -2.01  -8.85
C  -5.55  -3.21  -9.11
Cl  -5.07  -4.63  -8.15
H  -3.60  -2.27  -8.97
H  -4.90  -1.21  -9.55
H  -5.49  -3.50  -10.16
H  -6.60  -2.98  -8.88
Cl  5.18  -1.42  -10.85
C  5.72  0.08  -10.04
C  5.93  -0.12  -8.55
Cl  4.39  -0.39  -7.69
H  4.97  0.85  -10.25
H  6.66  0.37  -10.52
H  6.38  0.78  -8.12
H  6.59  -0.96  -8.35
Cl  -6.68  -3.11  2.85
C  -5.94  -3.57  1.30
C  -4.50  -4.03  1.47
Cl  -3.42  -2.69  1.93
H  -6.01  -2.72  0.62
H  -6.54  -4.39  0.89
H  -4.12  -4.43  0.52
H  -4.42  -4.81  2.22
Cl  1.04  4.64  4.57
C  0.86  6.40  4.29
C  -0.27  6.71  3.33
Cl  0.10  6.18  1.67
H  1.81  6.78  3.93
H  0.65  6.85  5.27
H  -0.44  7.79  3.29
H  -1.20  6.23  3.63
Cl  -4.11  6.07  -0.73
C  -4.33  7.77  -0.27
C  -3.35  8.20  0.81
Cl  -3.68  7.42  2.37
H  -5.36  7.91  0.05
H  -4.17  8.37  -1.17
H  -3.42  9.28  0.97
H  -2.32  7.97  0.53
Cl  -0.41  -4.63  3.88
C  0.89  -3.99  2.85
C  1.73  -2.94  3.57
Cl  0.81  -1.44  3.86
H  0.44  -3.59  1.94
H  1.52  -4.84  2.58
H  2.59  -2.67  2.95
H  2.09  -3.31  4.53
Cl  6.37  -7.47  -0.75
C  6.90  -5.97  0.05
C  7.10  -6.17  1.54
Cl  5.57  -6.44  2.41
H  6.16  -5.20  -0.15
H  7.84  -5.68  -0.42
H  7.55  -5.27  1.98
H  7.76  -7.01  1.75
Cl  -6.37  -2.07  -1.53
C  -6.54  -0.32  -1.79
C  -7.66  0.00  -2.76
Cl  -7.28  -0.52  -4.42
H  -5.59  0.07  -2.14
H  -6.76  0.13  -0.82
H  -7.83  1.08  -2.80
H  -8.60  -0.47  -2.47

* Kohn-Sham gap: 7.364 eV
* spin multiplicity: 1
* calculated total energy: -12716.1104 Eh

Atomic partial charges in e from the Löwdin method, atoms 1 to 5: number 1, C, carries 0.0059; number 2, C, carries -0.1189; number 3, C, carries -0.1583; number 4, C, carries -0.2396; number 5, C, carries -0.1332



No. 8
C13H22FeN6O2Se | the ωB97M-V functional and the def2-TZVPD basis

Geometry (Å):
Fe  -0.45  0.41  -0.08
N  -0.54  -2.04  -0.62
C  0.76  -2.55  -1.05
C  1.82  -2.20  0.00
N  1.96  -0.75  0.17
C  2.55  -0.39  1.47
C  1.82  -0.94  2.71
N  0.41  -0.66  2.81
C  2.79  -0.20  -0.91
C  2.41  1.22  -1.33
N  1.02  1.26  -1.78
H  -0.93  -2.63  0.11
H  -1.20  -2.04  -1.40
H  1.00  -2.07  -2.00
H  0.77  -3.64  -1.19
H  2.78  -2.67  -0.26
H  1.48  -2.63  0.95
H  2.55  0.70  1.53
H  3.60  -0.75  1.52
H  2.31  -0.50  3.59
H  1.95  -2.02  2.79
H  0.24  0.33  2.98
H  -0.06  -0.91  1.93
H  2.69  -0.84  -1.79
H  3.86  -0.19  -0.62
H  3.12  1.55  -2.10
H  2.52  1.90  -0.48
H  0.90  0.75  -2.65
H  0.73  2.22  -1.95
O  -4.04  1.37  -1.97
C  -3.17  0.97  -1.21
O  -1.96  0.73  -1.50
C  -3.54  0.70  0.26
C  -4.78  1.09  0.75
C  -5.08  0.86  2.08
C  -4.12  0.22  2.87
C  -2.92  -0.14  2.29
N  -2.62  0.11  1.02
H  -5.48  1.57  0.07
H  -6.02  1.17  2.50
H  -4.30  0.01  3.91
H  -2.16  -0.64  2.87
Se  -0.39  2.46  1.26
C  1.21  3.26  1.11
N  2.25  3.74  1.00

* Kohn-Sham gap (spin up / spin down): 8.487 / 8.527 eV
* spin multiplicity: 5
* calculated total energy: -4652.7993 Eh
* <S²>: 6.01

Atomic partial charges in e from the Löwdin method, atoms 1 to 5: number 1, Fe, carries 0.5631; number 2, N, carries 0.0041; number 3, C, carries -0.2367; number 4, C, carries -0.1901; number 5, N, carries -0.1907



No. 9
CH4N2O2 | the ωB97M-V functional and the def2-TZVPD basis

Geometry (Å):
C  -0.21  -0.98  -0.65
N  0.35  0.42  1.76
N  0.98  -0.58  -0.66
O  1.59  -0.40  2.00
O  1.60  -0.24  -1.90
H  -0.97  -1.04  -1.39
H  1.63  -0.70  1.15
H  -0.56  -1.06  0.41
H  0.61  0.99  0.86

* Kohn-Sham gap: 4.602 eV
* relative energy (zero: lowest compared OMol25 entry of this formula, charge and spin): 36.23 kcal per mole
* total charge: -2
* spin multiplicity: 1
* calculated total energy: -300.1702 Eh

Atomic partial charges in e from the Löwdin method, atoms 1 to 5: number 1, C, carries -0.2309; number 2, N, carries -0.3459; number 3, N, carries -0.2794; number 4, O, carries -0.4231; number 5, O, carries -0.5030



No. 10
C24H29N3O3S | the ωB97M-V functional and the def2-TZVPD basis

Geometry (Å):
C  -1.47  -0.56  -2.68
C  -2.71  -0.38  -1.87
C  -3.76  0.39  -2.35
C  -4.94  0.52  -1.64
C  -5.09  -0.17  -0.45
C  -4.07  -0.96  0.07
C  -4.31  -1.75  1.31
C  -2.86  -1.02  -0.63
N  -1.77  -1.76  -0.12
C  -1.27  -1.67  1.13
O  -1.68  -0.94  2.01
C  -0.07  -2.59  1.37
N  1.16  -1.84  1.16
C  1.72  -1.18  2.32
C  1.59  -1.69  -0.11
O  0.95  -2.12  -1.06
C  2.93  -1.06  -0.28
C  4.05  -1.69  0.26
C  5.31  -1.17  0.05
C  5.47  -0.01  -0.69
C  4.37  0.62  -1.24
C  3.10  0.10  -1.03
S  1.70  0.94  -1.73
C  1.80  2.50  -0.77
C  1.36  2.20  0.65
O  2.17  1.90  1.51
N  0.04  2.24  0.88
C  -1.01  2.55  -0.08
C  -2.30  2.39  0.73
C  -1.86  2.72  2.15
C  -0.50  2.04  2.21
H  -0.56  -0.42  -2.10
H  -1.43  -1.56  -3.10
H  -1.45  0.15  -3.51
H  -3.65  0.89  -3.30
H  -5.74  1.13  -2.02
H  -6.03  -0.11  0.09
H  -5.38  -1.83  1.51
H  -3.89  -2.75  1.22
H  -3.84  -1.27  2.17
H  -1.14  -2.16  -0.81
H  -0.09  -2.95  2.40
H  -0.09  -3.44  0.67
H  0.91  -0.86  2.97
H  2.29  -0.30  2.02
H  2.38  -1.86  2.87
H  3.92  -2.60  0.83
H  6.18  -1.66  0.47
H  6.46  0.40  -0.86
H  4.49  1.51  -1.83
H  1.17  3.22  -1.29
H  2.84  2.83  -0.77
H  -0.91  3.59  -0.43
H  -0.97  1.88  -0.94
H  -2.63  1.35  0.69
H  -3.10  3.03  0.36
H  -1.76  3.80  2.28
H  -2.55  2.33  2.90
H  -0.63  0.97  2.41
H  0.19  2.46  2.95

* Kohn-Sham gap: 9.206 eV
* relative energy (zero: lowest compared OMol25 entry of this formula, charge and spin): 0.00 kcal per mole
* SMILES: Cc1cccc(C)c1NC(=O)CN(C)C(=O)c1ccccc1SCC(=O)N1CCCC1
* spin multiplicity: 1
* calculated total energy: -1720.1996 Eh

Atomic partial charges in e from the Löwdin method, atoms 1 to 5: number 1, C, carries -0.0496; number 2, C, carries -0.2125; number 3, C, carries -0.0535; number 4, C, carries -0.0838; number 5, C, carries -0.0532



No. 11
CH2O3S | the ωB97M-V functional and the def2-TZVPD basis

Geometry (Å):
C  -0.24  -0.10  -0.11
O  1.46  1.56  1.28
O  1.10  -0.38  -0.47
O  -1.25  -1.07  -0.09
S  1.09  0.15  1.18
H  -0.75  1.38  -0.80
H  -1.41  -1.53  -0.98

* Kohn-Sham gap: 9.878 eV
* relative energy (zero: lowest compared OMol25 entry of this formula, charge and spin): 75.35 kcal per mole
* spin multiplicity: 1
* calculated total energy: -663.0528 Eh

Atomic partial charges in e from the Löwdin method, atoms 1 to 5: number 1, C, carries -0.5545; number 2, O, carries -0.4884; number 3, O, carries -0.3052; number 4, O, carries -0.0588; number 5, S, carries 1.0147